No. 1
Computed, not measured: 2 unconnected molecules or ions with the total composition C3H11N2S2, with the ωB97M-V functional and the def2-TZVPD basis.

Last column: Löwdin charge in e.
Atoms and positions in Å:
C: -0.780 1.063 2.313  -0.169
C: -0.047 1.543 1.173  -0.047
C: -0.293 -0.389 -0.964  -0.625
N: -1.450 -0.104 -1.763  0.057
N: 0.954 -0.318 -1.706  0.101
S: 1.615 -1.777 0.793  0.410
S: -0.208 -1.998 0.048  0.486
H: -0.191 0.322 2.732  0.041
H: -0.797 1.825 3.065  0.089
H: -1.803 0.730 1.999  0.110
H: 1.102 1.240 1.128  0.081
H: -0.303 2.374 0.472  0.073
H: -1.445 -0.368 -2.751  0.098
H: -2.350 -0.426 -1.433  0.092
H: 1.563 -0.734 -1.010  -0.016
H: 1.040 -0.809 -2.655  0.215
H: 1.151 0.649 -1.680  0.141
H: 2.242 -2.823 0.238  -0.136

Output
- Gap between HOMO and LUMO (alpha / beta): 9.05 / 6.80 eV
- ΔE to the lowest compared entry with this formula, charge and spin: 495.4 kJ/mol
- Charge: +1
- LUMO (alpha / beta): -3.2247 / -4.7287 eV
- HOMO (alpha / beta): -12.27 / -11.52 eV

=====

No. 2
Computed, not measured: a gas-phase ion, C3H11N2S2 (charge +1), with the ωB97M-V functional and the def2-TZVPD basis.

Last column: Löwdin charge in e.
Atoms and positions in Å:
C: -0.173 0.030 1.657  -0.083
C: 0.339 0.312 -0.969  -0.427
C: -0.675 -0.046 0.154  -0.918
N: 1.071 1.494 -0.483  0.033
N: 1.369 -0.887 -0.917  0.167
S: -2.040 1.228 -0.249  0.766
S: -1.427 -1.781 -0.312  0.819
H: -0.254 -1.070 1.876  0.074
H: 0.864 0.379 1.595  0.073
H: -0.877 0.649 2.197  0.078
H: 0.060 0.497 -1.964  0.124
H: 0.400 2.009 0.191  0.106
H: 1.453 2.098 -1.229  0.110
H: 2.150 -0.906 -1.581  0.165
H: 0.736 -1.731 -0.855  0.069
H: 1.917 -0.927 0.018  0.194
H: -3.165 0.642 0.024  -0.153
H: -1.750 -1.990 0.848  -0.198

Output
- Gap between HOMO and LUMO: 9.74 eV
- ΔE to the lowest compared entry with this formula, charge and spin: 234.5 kJ/mol
- Charge: +1
- LUMO: -3.3425 eV
- HOMO: -13.08 eV

=====

No. 3
Computed, not measured: a gas-phase ion, C3H11N2S2 (charge +1), with the ωB97M-V functional and the def2-TZVPD basis.

Last column: Löwdin charge in e.
Atoms and positions in Å:
S: 1.449 -2.472 1.306  0.377
S: -0.153 -1.440 0.574  0.425
C: 0.384 0.280 0.372  -0.531
C: -0.251 0.981 -0.801  -0.368
C: -0.022 2.501 -0.765  -0.198
N: -0.956 3.110 -1.703  0.010
N: -1.738 0.774 -0.811  0.193
H: 2.124 -2.701 0.165  -0.171
H: 1.472 0.353 0.309  0.095
H: 0.229 0.829 1.314  0.093
H: 0.115 0.569 -1.739  0.158
H: 1.017 2.732 -1.008  0.137
H: -0.157 2.840 0.243  0.122
H: -0.560 3.257 -2.622  0.100
H: -1.409 3.954 -1.401  0.093
H: -2.084 1.480 -1.471  0.138
H: -2.141 0.841 0.129  0.177
H: -1.944 -0.164 -1.159  0.150

Output
- Gap between HOMO and LUMO: 9.51 eV
- ΔE to the lowest compared entry with this formula, charge and spin: 48.6 kJ/mol
- Charge: +1
- LUMO: -3.2803 eV
- HOMO: -12.79 eV

=====

No. 4
Computed, not measured: 2 unconnected molecules or ions with the total composition C3H11N3, with the ωB97M-V functional and the def2-TZVPD basis.

Last column: Löwdin charge in e.
Atoms and positions in Å:
C: 1.898 0.528 1.643  -0.133
N: 1.709 0.484 0.182  -0.200
C: 1.789 -0.879 -0.352  -0.141
H: 2.919 0.797 1.923  0.076
H: 1.189 1.209 2.115  0.067
H: 1.762 -0.461 2.082  0.074
H: 2.484 1.003 -0.208  0.093
H: 2.430 -1.519 0.265  0.074
H: 2.216 -0.853 -1.352  0.078
H: 0.817 -1.370 -0.402  0.056
N: -1.223 0.485 0.140  0.079
C: -1.806 -0.159 -0.891  -0.416
N: -3.067 -0.375 -0.918  0.029
H: -0.298 0.892 0.206  0.047
H: -1.905 0.842 0.794  0.092
H: -1.138 -0.720 -1.554  0.107
H: -3.356 -0.660 -1.847  0.019

Output
- Gap between HOMO and LUMO: 9.53 eV
- ΔE to the lowest compared entry with this formula, charge and spin: 120.7 kJ/mol
- LUMO: 0.9212 eV
- HOMO: -8.61 eV

=====

Q: What is the formula in the third record?
A: C3H11N2S2